Here is a structure of composition C43H42N5P2SW at a distorted geometry from OMol25. Energies are from ωB97M-V with the def2-TZVPD basis set.

The geometry in XYZ format:
```
94
Properties=species:S:1:pos:R:3:lowdin_spin:R:1
W 1.6832 1.5976 0.2898 1.052
C 5.5683 1.3437 -1.7355 0.019
C 4.6201 1.1361 -0.6010 0.142
C 4.3676 -0.0709 -0.0217 0.109
C 3.4985 -0.1406 1.1131 0.141
C 3.3438 1.0116 1.9274 0.039
C 3.6496 2.2540 1.3673 0.036
C 3.9481 2.2935 -0.0299 0.087
H 6.4784 1.8176 -1.3599 0.006
H 5.1427 2.0174 -2.4816 0.005
H 5.8382 0.4057 -2.2170 0.000
H 4.8316 -0.9787 -0.3868 0.004
H 3.3081 -1.1097 1.5523 0.005
H 3.1321 0.9181 2.9833 0.003
H 3.7035 3.1469 1.9714 0.002
H 4.2087 3.2573 -0.4513 0.004
C -3.1735 -5.0131 1.3579 0.000
S -3.5175 -4.4111 -0.3184 0.000
C -3.9612 -2.6704 0.0354 0.000
C -2.8780 -1.6839 -0.3963 0.000
C -1.5524 -1.9712 0.2989 0.000
N -0.5222 -0.9687 -0.0291 0.003
P -0.1023 0.1440 1.1924 0.037
C -1.6520 0.8103 1.8700 0.005
C -2.0450 2.1003 1.5176 0.000
C -3.2068 2.6505 2.0360 0.000
C -3.9934 1.9023 2.8982 0.000
C -3.6040 0.6199 3.2641 0.001
C -2.4299 0.0787 2.7687 0.001
C 0.5164 -0.8272 2.6026 0.002
C 0.6875 -0.1549 3.8152 0.001
C 1.1055 -0.8495 4.9376 0.000
C 1.3531 -2.2143 4.8581 0.000
C 1.2247 -2.8758 3.6461 0.000
C 0.8150 -2.1825 2.5154 0.001
P 0.9813 -1.3544 -0.8967 0.058
C 0.6075 -3.0238 -1.5436 0.019
C -0.3240 -3.2857 -2.5464 0.003
C -0.5811 -4.5914 -2.9284 0.001
C 0.1062 -5.6427 -2.3370 0.000
C 1.0619 -5.3879 -1.3663 0.000
C 1.3102 -4.0821 -0.9684 0.002
C 0.8393 -0.3417 -2.4202 0.005
C 2.0547 0.1329 -2.9247 0.004
C 2.0838 0.8976 -4.0832 0.001
C 0.9025 1.1921 -4.7434 -0.001
C -0.3061 0.7227 -4.2460 0.000
C -0.3413 -0.0385 -3.0896 0.001
H -2.9283 -6.0684 1.2644 0.000
H -4.0574 -4.9009 1.9818 0.000
H -2.3289 -4.4784 1.7912 0.000
H -4.1612 -2.5985 1.1053 0.000
H -4.8840 -2.4731 -0.5070 0.000
H -3.2008 -0.6646 -0.1612 0.000
H -2.7415 -1.7599 -1.4781 0.000
H -1.2131 -2.9616 -0.0011 0.000
H -1.7163 -1.9837 1.3777 0.000
H -1.4388 2.6697 0.8313 0.000
H -3.4910 3.6595 1.7647 0.000
H -4.9089 2.3215 3.2939 0.000
H -4.2143 0.0421 3.9454 0.000
H -2.1183 -0.9054 3.0946 0.000
H 0.4777 0.9084 3.8685 0.000
H 1.2283 -0.3325 5.8802 0.000
H 1.6400 -2.7638 5.7447 0.000
H 1.4342 -3.9357 3.5836 0.000
H 0.7200 -2.6995 1.5673 0.000
H -0.8420 -2.4739 -3.0367 0.000
H -1.3188 -4.7912 -3.6943 0.000
H -0.0977 -6.6599 -2.6438 0.000
H 1.6174 -6.2044 -0.9239 0.000
H 2.0609 -3.8816 -0.2117 0.001
H 2.9809 -0.1800 -2.4585 0.001
H 3.0286 1.2499 -4.4781 0.000
H 0.9184 1.7845 -5.6487 0.000
H -1.2285 0.9573 -4.7615 0.000
H -1.2919 -0.3706 -2.6907 0.000
N 0.5620 2.3684 -0.8761 0.011
C -0.3193 3.2142 -1.4743 -0.002
C -1.6839 2.8959 -1.5843 0.010
C -2.5688 3.7959 -2.1436 -0.002
C -2.1212 5.0221 -2.6179 0.014
C -0.7718 5.3401 -2.5300 -0.002
C 0.1241 4.4537 -1.9677 0.011
H -2.0188 1.9348 -1.2146 0.000
H -3.6184 3.5409 -2.2128 0.000
H -2.8178 5.7255 -3.0520 0.001
H -0.4196 6.2942 -2.8993 0.000
H 1.1781 4.6867 -1.8765 0.000
N 1.0881 2.9746 1.6847 0.037
C 0.4121 3.9358 1.8755 0.042
N -0.1950 4.9472 2.2184 0.048
C -1.2876 5.5936 1.9040 0.004
N -2.2488 6.1910 1.6714 0.026
```

Orbital gap (spin up / spin down) ... 6.373 / 6.375 eV
Highest occupied orbital energy (spin up / spin down) ... -9.531 / -10.590 eV
Spin multiplicity ... 3
Expectation value of S² ... 2.023
Total energy ... -83954.89810 eV
Energy above the lowest of the compared OMol25 structures with the same formula, charge and spin ... 33.5 kcal/mol
E_LUMO (spin up / spin down) ... -0.1160 / -0.1549 Ha
Total charge ... +1